(1)
{"formula": "C2H5BO2", "method": "ωB97M-V/def2-TZVPD", "symbols": ["B", "C", "C", "O", "O", "H", "H", "H", "H", "H"], "xyz": [[-1.73359, 0.84246, -0.11068], [1.11448, 0.15254, -0.17345], [-0.02545, -0.78734, 0.33909], [0.89157, 1.38282, 0.20563], [-1.36880, -0.33167, 0.17110], [-2.54528, 1.48664, -0.61012], [2.03729, -0.22190, 0.22562], [1.26069, 0.04518, -1.24974], [0.07143, -1.72066, -0.11144], [0.29767, -0.84808, 1.31398]], "lowdin_charge": [0.180, -0.470, -0.118, -0.189, 0.113, 0.069, 0.106, 0.099, 0.108, 0.102], "charge": 0, "orbital_gap_ev": 7.72, "lumo_ev": -0.24, "de_lowest_kcal_mol": 126.3}


(2)
{"formula": "C2H8NOS", "method": "ωB97M-V/def2-TZVPD", "symbols": ["C", "S", "H", "H", "H", "N", "C", "O", "H", "H", "H", "H", "H"], "xyz": [[-0.96315, -1.24311, 1.38780], [-1.18978, -1.20501, -0.47213], [-0.36678, -2.13568, 1.64840], [-1.83585, -1.28761, 2.05159], [-0.47103, -0.38771, 1.93397], [0.22663, 1.98867, -0.02625], [1.51271, 1.33657, -0.01182], [1.55977, 0.01575, -0.54845], [-0.37800, 1.37012, 0.51451], [-0.18873, 1.99638, -0.94482], [2.05435, 1.33682, 0.95974], [2.19592, 1.90022, -0.68008], [0.56917, -0.29075, -0.50858]], "lowdin_charge": [-0.656, 0.164, -0.012, -0.019, 0.004, -0.002, -0.418, -0.208, 0.014, 0.055, 0.098, 0.090, -0.110], "charge": -1, "orbital_gap_ev": 7.16, "lumo_ev": 4.19, "de_lowest_kcal_mol": 17.4}


(3)
{"formula": "C35H88O9", "method": "ωB97M-V/def2-TZVPD", "symbols": ["C", "C", "O", "C", "C", "H", "H", "H", "H", "H", "H", "H", "H", "H", "H", "C", "C", "O", "C", "C", "H", "H", "H", "H", "H", "H", "H", "H", "H", "H", "C", "C", "O", "C", "C", "H", "H", "H", "H", "H", "H", "H", "H", "H", "H", "C", "C", "O", "C", "C", "H", "H", "H", "H", "H", "H", "H", "H", "H", "H", "C", "C", "O", "C", "C", "H", "H", "H", "H", "H", "H", "H", "H", "H", "H", "C", "C", "O", "C", "C", "H", "H", "H", "H", "H", "H", "H", "H", "H", "H", "C", "C", "O", "C", "C", "H", "H", "H", "H", "H", "H", "H", "H", "H", "H", "C", "C", "O", "C", "C", "H", "H", "H", "H", "H", "H", "H", "H", "H", "H", "C", "C", "C", "O", "H", "H", "H", "H", "H", "H", "H", "H"], "xyz": [[-4.84490, 1.73057, 5.87049], [-5.70073, 1.76073, 4.62450], [-5.90360, 0.43087, 4.13080], [-4.93016, 0.06310, 3.18085], [-5.10455, -1.40181, 2.82130], [-4.82852, 2.69170, 6.38292], [-5.24559, 0.98426, 6.56128], [-3.83063, 1.40469, 5.62741], [-6.68661, 2.17857, 4.81876], [-5.20352, 2.33704, 3.84040], [-5.05170, 0.67832, 2.27126], [-3.91909, 0.24363, 3.57271], [-6.12315, -1.60344, 2.48899], [-4.88261, -2.05238, 3.66913], [-4.43540, -1.66178, 1.99791], [5.15793, -5.29548, 2.40195], [4.65320, -5.22364, 0.98277], [4.51394, -3.87003, 0.61732], [4.24170, -3.70405, -0.73612], [4.10587, -2.22193, -1.01246], [4.39525, -4.98836, 3.11220], [5.53801, -6.29329, 2.62417], [6.02284, -4.63286, 2.50702], [5.34502, -5.72914, 0.29079], [3.69845, -5.77059, 0.90584], [5.03729, -4.14633, -1.36493], [3.32737, -4.23809, -1.04371], [5.04615, -1.69021, -0.87670], [3.37600, -1.82602, -0.29495], [3.68760, -1.98306, -1.99058], [4.07781, 3.67449, -2.80830], [2.97187, 2.92215, -2.08497], [2.42159, 3.75499, -1.13128], [1.44573, 3.14524, -0.32341], [0.96701, 4.18154, 0.65766], [3.66227, 4.35374, -3.54804], [4.72606, 4.17230, -2.09496], [4.66821, 2.94920, -3.37824], [2.20101, 2.59028, -2.79742], [3.36739, 2.00378, -1.61908], [0.59842, 2.81255, -0.94043], [1.80547, 2.28035, 0.25365], [0.52954, 5.04434, 0.15036], [1.79801, 4.54700, 1.26380], [0.20015, 3.76734, 1.31602], [-3.11977, -3.84390, 0.17139], [-2.58267, -5.11909, 0.79314], [-1.22980, -5.36192, 0.53932], [-0.34748, -4.43823, 1.16139], [1.04385, -4.83746, 0.72684], [-4.16964, -3.68513, 0.41590], [-2.58360, -2.95730, 0.53082], [-2.98304, -3.84023, -0.91274], [-2.77814, -5.10926, 1.87824], [-3.12616, -5.96496, 0.37061], [-0.54865, -3.41047, 0.84486], [-0.48819, -4.51181, 2.24674], [1.11461, -4.73317, -0.35900], [1.20102, -5.89750, 0.93795], [1.82066, -4.24329, 1.20361], [-2.89008, 1.76845, -1.83183], [-2.10465, 2.18422, -3.04250], [-1.81794, 1.03348, -3.80547], [-1.16155, 1.32118, -5.01993], [-0.78213, 0.03281, -5.72577], [-3.83660, 1.32608, -2.13759], [-2.33239, 1.02629, -1.25358], [-3.06894, 2.61827, -1.16948], [-2.74601, 2.86132, -3.63469], [-1.19191, 2.72497, -2.76032], [-1.85670, 1.89040, -5.66180], [-0.25952, 1.94141, -4.89343], [-0.07913, -0.57030, -5.14858], [-0.26603, 0.28061, -6.65758], [-1.65146, -0.57863, -5.97001], [2.78120, -1.59891, 3.17456], [1.91026, -2.68405, 3.75413], [0.52197, -2.47234, 3.61101], [0.01290, -1.43120, 4.42224], [-1.47648, -1.56198, 4.47852], [3.81958, -1.94903, 3.12671], [2.50832, -1.37053, 2.14238], [2.78465, -0.68197, 3.76588], [2.11146, -3.63198, 3.25039], [2.16151, -2.87136, 4.81083], [0.43518, -1.51779, 5.43909], [0.39442, -0.48034, 4.03026], [-1.90829, -1.59957, 3.47685], [-1.90490, -0.69859, 4.99865], [-1.76565, -2.45824, 5.02253], [0.70956, -0.31277, -2.04242], [0.69751, -0.54683, -0.54761], [-0.33147, 0.23932, -0.01675], [-0.46179, 0.05388, 1.39269], [-1.48464, 1.03113, 1.90122], [1.55733, -0.86267, -2.47704], [-0.18955, -0.69482, -2.51264], [0.89138, 0.72912, -2.29339], [0.49008, -1.62178, -0.39847], [1.67272, -0.34055, -0.08422], [-0.79971, -0.97358, 1.58702], [0.51467, 0.21444, 1.87418], [-1.49550, 1.14262, 2.98370], [-2.46122, 0.69596, 1.54129], [-1.30408, 2.01715, 1.46467], [3.34725, -0.69956, -5.66372], [3.52816, 0.40703, -6.70940], [2.46914, 1.31960, -6.59156], [2.64261, 2.46642, -7.38093], [1.38368, 3.27900, -7.27014], [4.32114, -1.11378, -5.39203], [2.92686, -0.26770, -4.75781], [2.73922, -1.51275, -6.05386], [4.47939, 0.94059, -6.52535], [3.60847, -0.00568, -7.72441], [3.52792, 3.00750, -7.01884], [2.85414, 2.21320, -8.43080], [0.55205, 2.66252, -7.60114], [1.45393, 4.21575, -7.82664], [1.22487, 3.60399, -6.23773], [-2.77086, 5.10159, 1.88559], [-3.10478, 4.25740, 3.07930], [-2.00436, 4.24239, 4.11050], [-4.31232, 4.67506, 3.72801], [-2.78136, 6.16577, 2.14646], [-3.44931, 4.93501, 1.04637], [-1.76388, 4.87222, 1.52903], [-3.27241, 3.23070, 2.71293], [-1.80688, 5.25452, 4.46304], [-1.10338, 3.77539, 3.71073], [-2.33165, 3.63878, 4.96020], [-4.82338, 5.29517, 3.20277]], "lowdin_charge": [-0.072, -0.257, -0.160, -0.307, -0.065, 0.077, 0.078, 0.058, 0.120, 0.087, 0.121, 0.090, 0.079, 0.078, 0.055, -0.067, -0.296, -0.162, -0.307, -0.056, 0.064, 0.077, 0.081, 0.121, 0.107, 0.123, 0.109, 0.080, 0.054, 0.064, -0.061, -0.314, -0.144, -0.286, -0.068, 0.071, 0.077, 0.072, 0.109, 0.121, 0.109, 0.121, 0.082, 0.084, 0.043, -0.078, -0.288, -0.154, -0.272, -0.067, 0.071, 0.051, 0.082, 0.119, 0.118, 0.089, 0.119, 0.079, 0.084, 0.053, -0.069, -0.294, -0.165, -0.290, -0.066, 0.080, 0.058, 0.072, 0.121, 0.110, 0.121, 0.107, 0.064, 0.065, 0.077, -0.066, -0.277, -0.174, -0.292, -0.067, 0.080, 0.060, 0.075, 0.096, 0.123, 0.126, 0.101, 0.062, 0.076, 0.085, -0.052, -0.292, -0.167, -0.265, -0.061, 0.064, 0.077, 0.056, 0.117, 0.099, 0.104, 0.111, 0.070, 0.076, 0.064, -0.063, -0.287, -0.177, -0.304, -0.073, 0.071, 0.062, 0.072, 0.117, 0.120, 0.119, 0.122, 0.074, 0.078, 0.073, -0.053, -0.510, -0.046, -0.055, 0.092, 0.083, 0.058, 0.115, 0.088, 0.071, 0.074, 0.086], "charge": 0, "orbital_gap_ev": 10.13, "lumo_ev": 0.68}